[1]
14
Properties=species:S:1:pos:R:3 method="wB97M-V/def2-TZVPD" gap_ev=6.9 charge=0 lumo_energy_ev=-1.378
Ag -1.747 1.469 3.552
Cl -2.185 1.216 1.625
O 0.775 1.052 -1.575
N 0.615 -0.744 -0.190
C 1.917 -1.241 -0.270
C -1.343 0.673 -0.502
C 0.085 0.343 -0.852
H -1.247 1.755 -0.589
H -0.041 -1.210 0.420
H 1.925 -2.300 -0.009
H -1.578 0.433 0.535
H -2.034 0.346 -1.279
H 2.501 -0.611 0.400
H 2.358 -1.181 -1.266

***

[2]
79
Properties=species:S:1:pos:R:3 method="wB97M-V/def2-TZVPD" gap_ev="6.4 / 6.9" charge=+2 lumo_energy_ev="-6.271 / -5.853" s2=12.112 spin_multiplicity=7
Eu -1.240 0.201 0.130
Br -1.653 -1.361 -2.789
Br -4.269 -1.382 -1.056
Br -1.531 2.465 2.188
P 0.964 0.879 -1.768
O 0.748 0.437 6.484
N 0.079 0.343 2.435
N -2.445 -1.218 1.860
N -0.297 -2.180 0.408
C -2.372 -3.182 3.307
C -0.796 -2.915 1.450
C -0.370 1.309 4.604
C 3.666 0.580 -2.653
C 0.117 3.232 -5.011
C -3.481 -0.852 -2.766
C 0.885 -4.674 0.991
C 0.766 -2.662 -0.293
C 0.533 0.403 5.163
C -3.724 2.965 -2.008
C 4.665 -0.044 -3.434
C 2.008 -0.974 -3.499
C -1.065 2.352 -2.634
C -0.550 1.196 3.242
C -1.840 3.150 -3.520
C 3.048 3.101 1.735
C 1.481 3.124 -0.090
C 2.721 1.101 0.426
C 0.832 2.432 -4.118
C 2.358 0.079 -2.642
C -3.406 -2.623 4.098
C -1.203 3.535 -4.765
C 1.213 -0.511 4.348
C 1.794 1.763 -0.374
C -1.852 -4.512 3.505
C -0.813 -4.969 2.743
C -1.603 1.891 -1.403
C 0.963 -0.472 2.997
C -2.908 2.204 -1.125
C 1.333 -3.890 -0.061
C 0.229 1.983 -2.960
C 3.007 -1.631 -4.192
C -0.226 -4.201 1.719
C 2.140 3.771 0.957
C -3.162 3.370 -3.203
C 4.343 -1.172 -4.162
C -3.493 -0.765 2.586
C -1.906 -2.390 2.235
C 3.358 1.786 1.472
C -3.985 -1.420 3.710
H -3.552 0.208 -2.874
H -1.801 4.080 -5.433
H 1.475 -1.124 2.324
H -3.999 -1.419 -3.509
H 1.017 -1.335 -3.631
H 0.613 3.654 -5.888
H 3.954 1.473 -2.121
H -4.768 3.189 -1.734
H -4.799 -1.030 4.316
H 1.892 2.252 -4.371
H -3.839 0.209 2.312
H -3.726 3.939 -3.918
H 1.193 -1.978 -1.030
H -3.798 -3.205 4.908
H 0.774 3.621 -0.665
H 5.678 0.338 -3.484
H -3.352 1.895 -0.196
H 1.378 -5.612 1.259
H 2.770 -2.464 -4.844
H -0.413 -5.967 2.826
H 2.127 -4.265 -0.660
H -0.803 2.110 5.192
H 3.575 3.670 2.481
H 2.026 -1.130 4.782
H -2.322 -5.129 4.244
H 2.939 0.034 0.229
H 1.964 4.854 1.105
H 5.155 -1.695 -4.638
H 1.508 -0.105 6.640
H 4.069 1.280 2.110

***

Energy above the lowest of the compared OMol25 structures with the same formula, charge and spin for every record listed, in sequence, given in kJ/mol: 336.86; 0.00.